Computed, not measured: a structure of composition C26H13BF7MnN3O6S, with ωB97M-V/def2-TZVPD.

## Properties
ΔE to the lowest compared entry with this formula, charge and spin (kcal per mole): 0.0
Expectation value of S²: 0.840
Energy (eV): -105770.519
LUMO level (spin up / spin down) (eV): -7.433 / -7.608

The geometry in ORCA input format:
```
! RIJCOSX wB97M-V def2-TZVPD def2/J DEFGRID3
* xyz 2 2
Mn 0.8526 1.0263 -0.1317
O 2.3845 4.0134 -2.4687
C 1.7493 3.3519 -1.7425
O 2.1325 1.9545 -1.5243
C 0.5513 3.7469 -0.9402
C 0.0122 5.0214 -0.9864
C -1.1323 5.2699 -0.2314
C -1.6965 4.2500 0.5281
C -1.0788 3.0092 0.5169
N 0.0190 2.7803 -0.1974
C -1.6098 1.8378 1.2941
O -2.6076 1.8140 1.9211
O -0.7659 0.7208 1.1395
H 0.4754 5.7822 -1.5991
H -1.5853 6.2512 -0.2431
H -2.5931 4.3956 1.1148
O -0.6380 -5.8467 -3.2985
C -0.1239 -5.8102 -2.0573
O -0.0830 -6.7838 -1.3695
C 0.3734 -4.4789 -1.5599
C -0.2565 -3.2806 -1.8577
C 0.1958 -2.0991 -1.2873
C 1.2926 -2.1084 -0.4393
C 1.9273 -3.3127 -0.1338
C 1.4588 -4.4874 -0.6853
N 1.6851 -0.8477 0.1367
C 2.6741 -0.7699 0.9453
C 2.9521 0.4983 1.6313
C 4.0204 0.6377 2.4946
C 4.1956 1.8525 3.1501
C 3.2898 2.8697 2.9167
C 2.2450 2.6525 2.0282
N 2.0691 1.4956 1.3932
H -0.4827 -5.0198 -3.7722
H -1.1236 -3.2567 -2.5055
H -0.3302 -1.1794 -1.4970
H 2.7649 -3.3732 0.5436
H 1.9170 -5.4331 -0.4317
H 3.3017 -1.6202 1.1872
H 4.6982 -0.1888 2.6535
H 5.0218 1.9935 3.8332
H 3.3804 3.8271 3.4076
H 1.5192 3.4328 1.8374
F 0.2480 0.8325 -2.2581
B 1.6104 0.8753 -2.2378
F 2.3025 -0.0452 -2.8188
F -6.3067 -1.9542 -0.9441
C -5.1694 -1.6638 -0.3487
C -4.9222 -2.1148 0.9433
F -5.8229 -2.8342 1.5782
C -3.7225 -1.7932 1.5556
F -3.4845 -2.2184 2.7922
C -2.7444 -1.0491 0.9024
S -1.2758 -0.7587 1.8265
C -3.0112 -0.6205 -0.3877
F -2.1033 0.1307 -1.0612
C -4.2116 -0.9072 -1.0131
F -4.4384 -0.4680 -2.2420
*
```

***

Computed, not measured: a structure of composition C26H14Br2Cl5CrN2OS, with ωB97M-V/def2-TZVPD.

## Properties
ΔE to the lowest compared entry with this formula, charge and spin (kcal per mole): 32.8
Expectation value of S²: 3.824
Energy (eV): -274172.810
LUMO level (spin up / spin down) (eV): -0.832 / -0.959

The geometry in ORCA input format:
```
! RIJCOSX wB97M-V def2-TZVPD def2/J DEFGRID3
* xyz 0 4
Cr -0.2200 -1.4429 -0.2133
Cl -0.9202 -3.7516 -0.9218
C -0.4058 -3.9907 0.7059
C 0.0169 -2.8055 1.3017
C 0.4681 -2.9554 2.6127
Cl 1.0256 -1.5878 3.5013
C 0.4892 -4.1894 3.2654
Cl 1.0821 -4.3181 4.8747
C 0.0308 -5.3336 2.6189
Cl 0.0225 -6.8451 3.4264
C -0.4257 -5.2385 1.3021
Cl -0.9825 -6.6223 0.4552
C 2.6099 -0.7716 0.1183
C 1.7808 0.0738 1.0345
C 2.3408 0.9286 1.9831
C 1.5318 1.6505 2.8286
C 0.1312 1.5314 2.7093
C -0.7827 2.2280 3.5215
C -2.1353 2.0477 3.3645
C -2.6283 1.1781 2.3937
C -1.7558 0.4785 1.5779
S -2.3266 -0.5771 0.3204
C -0.3639 0.6426 1.7214
N 0.4606 -0.0896 0.9213
H 3.6468 -0.4506 0.1152
H 2.2220 -0.7033 -0.9048
H 2.5776 -1.8197 0.4406
H 3.4156 1.0095 2.0540
H 1.9463 2.2921 3.5898
H -0.3994 2.9043 4.2723
H -2.8325 2.5869 3.9887
H -3.6884 1.0268 2.2722
C 1.6356 2.9412 -0.6211
C 0.7001 2.6113 -1.7383
C 0.3046 3.5975 -2.6659
C -0.4554 3.2462 -3.7496
C -0.8358 1.9017 -3.9204
C -1.5359 1.3831 -5.0312
Br -2.0278 2.5220 -6.4735
C -1.8611 0.0506 -5.1188
C -1.5055 -0.8138 -4.0909
Br -1.9816 -2.6491 -4.1670
C -0.8156 -0.3843 -2.9532
O -0.4707 -1.1691 -2.0044
C -0.4563 1.0053 -2.8885
N 0.2943 1.3651 -1.8382
H 2.1577 3.8747 -0.8147
H 2.3527 2.1309 -0.5055
H 1.0914 3.0341 0.3199
H 0.6182 4.6207 -2.5274
H -0.7468 3.9791 -4.4863
H -2.3934 -0.3327 -5.9768
*
```

***

Computed, not measured: a structure of composition C26H14Cl2MoN5O4S3, with ωB97M-V/def2-TZVPD.

## Properties
ΔE to the lowest compared entry with this formula, charge and spin (kcal per mole): 17.7
Expectation value of S²: 3.781
Energy (eV): -102237.196
LUMO level (spin up / spin down) (eV): -0.690 / -2.117

The geometry in ORCA input format:
```
! RIJCOSX wB97M-V def2-TZVPD def2/J DEFGRID3
* xyz 0 4
Mo -0.2720 -0.3645 0.0770
Cl -0.9684 -5.3228 -4.6022
C -1.2039 -3.8950 -3.6758
C -0.3508 -3.6380 -2.6159
C -0.5130 -2.4855 -1.8548
N 0.2948 -2.0818 -0.8048
C 1.2389 -2.8754 -0.2322
O 1.5948 -3.9932 -0.5615
C 1.8646 -2.1731 0.9401
C 2.9629 -2.7153 1.5888
C 3.5645 -1.9962 2.6085
C 3.0229 -0.7656 2.9584
C 1.8976 -0.3136 2.2959
N 1.3281 -0.9912 1.2953
C -1.6085 -1.6170 -2.1245
C -2.4461 -1.8787 -3.2012
C -2.2337 -3.0065 -3.9809
Cl -3.2508 -3.3027 -5.3358
N -1.7220 -0.5417 -1.2540
C -2.9300 0.0436 -0.9510
O -4.0232 -0.2584 -1.3918
C -2.7090 1.1750 -0.0048
C -3.6748 2.1479 0.2071
C -3.3316 3.2966 0.8973
C -2.0152 3.4404 1.3297
C -1.1298 2.4030 1.1419
N -1.4572 1.2690 0.5042
H 0.4399 -4.3295 -2.3780
H 3.3204 -3.6851 1.2771
H 4.4376 -2.3761 3.1155
H 3.4596 -0.1712 3.7452
H 1.4158 0.6124 2.5817
H -3.2532 -1.2012 -3.4341
H -4.6642 1.9862 -0.1952
H -4.0567 4.0722 1.0901
H -1.7021 4.3350 1.8424
H -0.1177 2.4504 1.5242
O -0.4198 0.9422 5.0741
S -1.5910 0.6542 4.2972
O -2.4368 1.7639 3.9568
N -1.1413 -0.1376 2.9013
C -1.7476 -1.2860 2.8167
S -1.6270 -2.2258 1.4239
C -2.5493 -1.6945 3.9767
C -3.2297 -2.8885 4.1635
C -3.9453 -3.0456 5.3411
C -3.9946 -2.0340 6.2938
C -3.3025 -0.8389 6.1089
C -2.5772 -0.7023 4.9484
H -3.1997 -3.6597 3.4076
H -4.4693 -3.9717 5.5283
H -4.5832 -2.1806 7.1883
H -3.3256 -0.0488 6.8458
S 2.3368 1.5272 -1.3142
C 1.1255 0.7458 -0.7286
*
```